No. 1
A structure of composition HN2O4S, computed with wB97M-V/def2-TZVPD.

Properties
ΔE to the lowest compared entry with this formula, charge and spin, kJ/mol: 280.4
Kohn-Sham gap, Eh: 0.2961
Charge: -1
Strongest force on any atom, eV Å⁻¹: 4.6
LUMO level, eV: 3.8

Last column: Mulliken charge in e.
Element x y z (Å)
N  1.43  -0.65  -0.39  0.77
N  0.09  0.65  -0.54  -0.46
O  2.26  -0.35  0.42  -0.47
O  -1.88  -0.58  0.72  -0.63
O  1.23  -1.65  -1.04  -0.49
O  -1.60  1.92  0.95  -0.55
H  -0.59  0.05  -1.15  0.32
S  -0.93  0.61  1.03  0.51


No. 2
A cluster of 2 separate species, HN3O3S in total, computed with wB97M-V/def2-TZVPD.

Properties
ΔE to the lowest compared entry with this formula, charge and spin, kJ/mol: 71.6
Kohn-Sham gap, Eh: 0.2532
Charge: -2
Strongest force on any atom, eV Å⁻¹: 3.0
LUMO level, eV: 6.9

Last column: Mulliken charge in e.
Element x y z (Å)
N  -2.49  0.38  0.11  0.43
H  -0.22  -0.35  -0.11  0.44
S  1.76  0.25  -0.02  0.28
O  2.62  0.25  -1.20  -0.59
O  2.66  -0.21  1.15  -0.67
N  -3.57  -0.03  0.15  -0.67
O  0.63  -1.02  -0.27  -0.51
N  -1.39  0.73  0.19  -0.70


No. 3
A cluster of 2 separate species, HN3OS in total, computed with wB97M-V/def2-TZVPD.

Properties
ΔE to the lowest compared entry with this formula, charge and spin, kJ/mol: 59.9
Kohn-Sham gap (spin up / spin down), Eh: 0.2850 / 0.2857
Strongest force on any atom, eV Å⁻¹: 7.0
LUMO level (spin up / spin down), eV: -1.6 / -1.6

Last column: Mulliken charge in e.
Element x y z (Å)
O  1.89  -1.44  -0.52  -0.26
N  -1.78  0.42  0.20  -0.59
N  -0.78  0.61  -0.39  0.72
S  2.39  -0.93  0.73  0.25
H  -1.57  0.51  1.25  0.25
N  -0.14  0.82  -1.27  -0.38


No. 4
A cluster of 2 separate species, HN3S in total, computed with wB97M-V/def2-TZVPD.

Properties
ΔE to the lowest compared entry with this formula, charge and spin, kJ/mol: 364.2
Kohn-Sham gap (spin up / spin down), Eh: 0.2694 / 0.2708
Strongest force on any atom, eV Å⁻¹: 8.1
LUMO level (spin up / spin down), eV: -2.5 / -2.4

Last column: Mulliken charge in e.
Element x y z (Å)
N  -0.08  -0.10  0.58  -0.59
N  0.93  -0.09  -0.04  0.71
S  -2.39  1.12  -0.58  -0.03
N  1.92  0.15  -0.58  -0.36
H  -0.38  -1.08  0.61  0.27


No. 5
A structure of composition HNO2PS, computed with wB97M-V/def2-TZVPD.

Properties
ΔE to the lowest compared entry with this formula, charge and spin, kJ/mol: 151.1
Kohn-Sham gap, Eh: 0.2720
Charge: -1
Strongest force on any atom, eV Å⁻¹: 2.3
LUMO level, eV: 3.6

Last column: Mulliken charge in e.
Element x y z (Å)
O  -1.77  -1.25  0.33  -0.63
N  0.19  -0.27  -0.70  -0.20
P  1.42  0.38  0.03  0.03
O  -0.96  1.02  1.19  -0.64
H  2.44  -0.05  -0.83  0.00
S  -1.32  0.17  -0.02  0.45


No. 6
The molecule HNO2S2, computed with wB97M-V/def2-TZVPD.

Properties
ΔE to the lowest compared entry with this formula, charge and spin, kJ/mol: 152.2
Kohn-Sham gap, Eh: 0.3226
Strongest force on any atom, eV Å⁻¹: 4.2
LUMO level, eV: -1.0

Last column: Mulliken charge in e.
Element x y z (Å)
S  -2.21  -0.33  -0.26  0.56
O  -2.22  2.18  0.20  -0.33
S  -0.43  -0.24  1.08  -0.21
H  0.40  0.14  0.08  0.24
N  -1.62  1.30  -0.36  0.19
O  -1.74  -0.66  -1.59  -0.45


No. 7
The molecule HNO3, computed with wB97M-V/def2-TZVPD.

Properties
SMILES: O=NOO
ΔE to the lowest compared entry with this formula, charge and spin, kJ/mol: 29.5
Kohn-Sham gap, Eh: 0.3813
Strongest force on any atom, eV Å⁻¹: 6.2
LUMO level, eV: -0.9

Last column: Mulliken charge in e.
Element x y z (Å)
N  0.36  -0.68  -0.37  0.23
H  -0.40  0.39  1.43  0.38
O  1.23  -0.95  -1.22  -0.31
O  -0.26  0.59  -0.54  0.03
O  -0.94  0.65  0.70  -0.34


No. 8
The molecule HNO3S, computed with wB97M-V/def2-TZVPD.

Properties
ΔE to the lowest compared entry with this formula, charge and spin, kJ/mol: 99.0
Kohn-Sham gap, Eh: 0.3128
Strongest force on any atom, eV Å⁻¹: 3.1
LUMO level, eV: -1.7

Last column: Mulliken charge in e.
Element x y z (Å)
O  3.24  1.38  0.09  -0.41
N  -0.58  0.13  -1.11  0.01
O  1.52  -0.23  1.01  -0.43
O  0.45  0.74  -1.25  -0.18
S  2.17  0.44  -0.08  0.78
H  -1.10  0.12  -0.23  0.24